The following is a quantum chemistry calculation of a molecular structure, C41H30Cl5N3OSiTi, from OMol25.

Output
Frontier orbital gap   6.69 eV
Total energy   -143118.140 eV
ΔE to the lowest compared entry with this formula, charge and spin   0.0 kJ/mol
Total charge   +2

Each line ends with the Löwdin charge.
Element x y z (Å)
Ti  12.0028  13.0492  10.7912  1.027
C  10.8696  13.1518  7.4739  -0.008
C  10.2711  14.1541  8.3435  -0.285
C  9.2101  14.8869  7.8747  0.019
C  8.5171  15.7853  8.6779  0.020
C  9.0502  16.0632  9.9020  0.004
C  10.1471  15.3707  10.3119  -0.184
N  10.7305  14.3554  9.6015  0.085
C  10.7694  15.6639  11.6278  -0.208
C  10.5528  16.8443  12.3777  0.041
C  11.2504  17.0140  13.5694  0.015
C  12.2038  16.0500  13.9720  0.054
C  12.3550  14.9074  13.1787  -0.189
N  11.5698  14.7158  12.0658  0.025
C  13.3145  13.8465  13.3214  -0.213
C  14.1719  13.8739  14.4031  0.018
C  15.1198  12.8963  14.6253  0.005
C  15.1441  11.7954  13.8002  0.027
C  14.2967  11.7984  12.6717  -0.190
C  14.3449  10.6493  11.6763  -0.008
N  13.4002  12.8255  12.4173  0.071
H  10.1525  12.8540  6.6865  0.110
H  11.0783  12.1972  7.9865  0.058
H  11.7639  13.5937  7.0474  0.110
H  8.8548  14.6739  6.8744  0.136
H  7.7185  16.4034  8.2899  0.137
H  8.5515  16.6783  10.6593  0.136
H  9.9110  17.6677  12.0250  0.135
H  11.1101  17.9086  14.1904  0.138
H  12.7936  16.1828  14.8809  0.128
H  14.1619  14.7092  15.0684  0.113
H  15.8068  12.9541  15.4968  0.148
H  15.7652  10.9274  13.9375  0.132
H  14.4922  9.7272  12.1930  0.096
H  15.2479  10.6693  11.0733  0.110
H  13.5147  10.6783  11.0265  -0.022
Cl  13.8341  15.2016  10.1634  0.795
C  14.2220  13.7905  9.1664  -0.609
C  13.3975  12.6342  9.3954  -0.304
C  13.6435  11.5751  8.5216  -0.716
Cl  12.8173  10.1034  8.7299  0.820
C  14.5663  11.6445  7.4974  -0.684
Cl  14.8411  10.2622  6.4997  0.737
C  15.2981  12.8187  7.2731  -0.664
Cl  16.3866  12.9131  5.9546  0.766
C  15.2207  13.8768  8.2180  -0.645
Cl  16.1603  15.3544  8.0065  0.702
O  10.9366  11.6920  10.9623  -0.345
Si  9.5452  10.8385  11.5798  0.674
C  9.9092  9.0170  11.7278  -0.267
C  11.0647  8.4317  11.2115  -0.084
C  11.2310  7.0316  11.2992  -0.069
C  10.2802  6.3037  11.9208  -0.087
C  9.0917  6.8650  12.3680  -0.052
C  8.9412  8.2491  12.3221  -0.095
C  8.2077  11.3194  10.3684  -0.194
C  7.0374  12.0967  10.6171  -0.068
C  6.4038  12.6365  9.5597  -0.115
C  6.6454  12.2960  8.2676  -0.080
C  7.7138  11.4626  7.9893  -0.079
C  8.5429  11.0800  9.0251  -0.112
C  9.5702  11.7499  13.2638  -0.202
C  10.3434  11.1769  14.3406  -0.075
C  10.5721  11.8966  15.4852  -0.102
C  9.9836  13.1277  15.6916  -0.072
C  9.2397  13.7548  14.6673  -0.057
C  9.0726  13.0346  13.4582  -0.115
H  11.8229  9.0124  10.7326  0.012
H  12.1579  6.5731  10.9478  0.117
H  10.3398  5.1953  12.0304  0.133
H  8.3240  6.2270  12.7741  0.112
H  8.0121  8.6929  12.7495  0.129
H  6.7565  12.4155  11.5819  0.093
H  5.5822  13.3491  9.7248  0.126
H  5.9078  12.5424  7.5123  0.121
H  7.8287  11.1214  6.9618  0.120
H  9.4595  10.4800  8.7730  0.117
H  10.7167  10.1334  14.2369  0.119
H  11.0732  11.3684  16.2966  0.116
H  10.0710  13.6109  16.6676  0.114
H  8.7503  14.7032  14.7671  0.100
H  8.5084  13.5246  12.7093  0.076